Record 1
59
Properties=species:S:1:pos:R:3 method="wB97M-V/def2-TZVPD" e_lumo_ev="3.5 / 3.6" orbital_gap_ev="4.46 / 4.17" energy_ha=-5224.594634 total_charge=-2 e_homo_ev="-0.97 / -0.57"
Na 3.62656 2.35951 -0.98746
Cl 5.00016 6.58711 4.89394
C 4.60586 5.37361 3.73684
C 4.19796 4.11831 4.16214
C 3.87686 3.12991 3.21754
Cl 3.37756 1.59311 3.87484
C 3.94926 3.35271 1.81824
O 3.67106 2.49641 0.91034
C 4.37206 4.65381 1.46194
C 4.47476 4.97001 0.02084
O 4.20676 4.14521 -0.84346
C 4.69776 5.65651 2.38464
H 4.12516 3.89401 5.22104
H 4.80526 5.98711 -0.24146
H 5.01596 6.63571 2.04604
F -2.94404 1.64951 -0.69316
C -2.07794 0.62391 -0.75076
C -0.73194 0.92651 -0.91116
C 0.19706 -0.11159 -0.98556
C 1.64306 0.21401 -1.02336
O 2.01426 1.38011 -0.98746
C 2.58456 -0.91469 -1.04716
C 2.09156 -2.15599 -1.08266
N 0.75036 -2.49059 -1.10476
C 0.39346 -3.91859 -1.11966
C -0.44074 -4.51639 -2.22816
C 1.00386 -4.88379 -2.10796
C -0.21444 -1.45539 -0.96696
C -1.58144 -1.72169 -0.77876
C -2.54354 -0.70189 -0.64016
N -3.85864 -1.04139 -0.31056
C -4.53964 -2.09169 -1.08306
C -5.52084 -2.83409 -0.15516
N -6.46604 -1.85379 0.50464
C -5.74064 -0.75019 1.24244
C -4.73314 -0.03829 0.31804
C 4.07006 -0.61799 -1.01096
O 4.83246 -1.62899 -1.00076
O 4.35946 0.60781 -0.98746
H -0.40614 1.96251 -0.95146
H 2.77646 -3.00289 -1.09286
H 0.24496 -4.30289 -0.11356
H -0.71824 -3.88099 -3.06146
H -1.17304 -5.26849 -1.96656
H 1.68986 -4.49409 -2.85286
H 1.26136 -5.87259 -1.74846
H -1.88314 -2.75639 -0.66346
H -3.85654 -2.82569 -1.52136
H -5.08904 -1.63109 -1.91386
H -4.99284 -3.35129 0.65344
H -6.13834 -3.54819 -0.70656
H -7.07254 -2.35619 1.16324
H -7.07204 -1.43479 -0.21086
H -5.23334 -1.22569 2.08884
H -6.50344 -0.06049 1.61414
H -4.17144 0.66101 0.94714
H -5.26424 0.53191 -0.45386
Br 1.55006 3.86881 -0.98746
H 5.50176 2.35951 -0.98746

Record 2
122
Properties=species:S:1:pos:R:3 method="wB97M-V/def2-TZVPD" e_lumo_ev=-2.7 orbital_gap_ev=5.25 energy_ha=-8415.583284 total_charge=+1 e_homo_ev=-7.99 de_lowest_ev=1.3566
Hf -0.79267 0.66861 -0.61301
C -2.51148 1.29521 -3.45863
N -1.69569 1.81772 -2.37535
C -0.98453 2.88310 -2.64907
C -0.05361 3.35930 -1.72291
C 0.74853 4.49203 -1.69776
C 1.42975 4.46183 -0.47621
C 1.01112 3.31083 0.18813
N 0.11542 2.63333 -0.55166
C -1.51652 -0.48992 -4.73915
C -0.58345 0.30149 -5.39432
C 0.11191 -0.23261 -6.47381
C -0.11498 -1.53709 -6.88713
C -1.05286 -2.31300 -6.21707
C -1.75991 -1.79124 -5.14415
H -2.32744 1.85477 -4.37507
H -3.56579 1.37304 -3.20818
H -1.08709 3.39062 -3.60691
H 0.81095 5.24293 -2.47121
H 2.14368 5.17954 -0.10395
H 1.31171 2.94512 1.15278
H -0.36005 1.30591 -5.05746
H 0.84973 0.37661 -6.98115
H 0.43697 -1.94765 -7.72186
H -1.24475 -3.32935 -6.53661
H -2.49713 -2.38098 -4.61065
S 0.98667 -0.41194 0.86210
C 2.39760 -0.00646 -0.08289
N 3.66685 -0.09787 0.50413
C 4.75246 0.24437 -0.39409
C 4.37212 1.46942 -1.22138
N 3.20858 1.14577 -2.02437
C 3.36501 1.19658 -3.46729
C 4.30128 0.14528 -4.03116
C 4.09846 -1.20557 -3.74676
C 4.95230 -2.16944 -4.26213
C 6.02151 -1.79929 -5.07231
C 6.22974 -0.45954 -5.36088
C 5.37320 0.50514 -4.83838
C 2.23810 0.38458 -1.38179
S 0.80022 -0.08324 -2.33787
C 3.92409 0.00972 1.93537
C 4.15719 1.41124 2.45790
C 3.06388 2.19901 2.81340
C 3.23645 3.50731 3.24003
C 4.51631 4.04708 3.32649
C 5.61438 3.26113 3.00585
C 5.43250 1.94868 2.58012
H 4.94040 -0.58631 -1.08120
H 5.65995 0.42713 0.18010
H 5.18966 1.75802 -1.88292
H 4.15502 2.30495 -0.54524
H 3.73755 2.18871 -3.73113
H 2.37872 1.09605 -3.91987
H 3.26390 -1.50375 -3.12037
H 4.78524 -3.21449 -4.03263
H 6.68726 -2.55266 -5.47385
H 7.06133 -0.16244 -5.98725
H 5.54365 1.55380 -5.06059
H 4.79533 -0.61421 2.14055
H 3.08552 -0.42864 2.47344
H 2.07413 1.75249 2.78220
H 2.37601 4.10752 3.51530
H 4.65670 5.06826 3.65827
H 6.61412 3.66686 3.09559
H 6.29546 1.33595 2.34106
O -1.64774 -1.21207 0.84841
H -0.81056 -1.66558 1.07467
H -2.33669 -1.89395 0.82459
Se -1.99532 1.94743 1.59152
C -2.72353 -6.55691 -1.68028
C -2.97544 -5.07973 -1.53169
C -1.99601 -4.14848 -1.87693
C -2.21128 -2.78832 -1.71944
C -3.41714 -2.32752 -1.20136
C -4.40112 -3.24661 -0.84970
C -4.18236 -4.60607 -1.02645
S -3.71616 -0.60025 -0.90302
C -4.92936 -0.32672 -2.20904
O -2.21736 -0.07295 -3.62740
H -2.23214 -6.78255 -2.62694
H -3.65142 -7.12525 -1.63425
H -2.07141 -6.91644 -0.88221
H -1.05330 -4.48805 -2.29041
H -1.43570 -2.09530 -2.02938
H -5.34382 -2.90148 -0.43893
H -4.96373 -5.30915 -0.76128
H -4.47772 -0.49253 -3.18503
H -5.29714 0.69618 -2.12330
H -5.76204 -1.00785 -2.05307
C -0.00855 3.27861 6.81608
C 0.14635 1.90031 6.79700
C -0.48120 1.13987 5.81781
C -1.25507 1.78218 4.86100
C -1.40993 3.16610 4.86798
C -0.78737 3.91218 5.85461
As -2.17889 0.79925 3.52643
C -4.00607 0.55366 4.00993
C -5.01411 1.49800 4.04983
C -6.29581 1.07695 4.38037
C -6.54448 -0.26776 4.63945
C -5.52315 -1.20666 4.57648
C -4.23590 -0.79542 4.26075
C -3.03706 -1.67989 4.15516
C -3.00884 -3.04118 4.43508
C -1.81558 -3.74356 4.33337
C -0.63530 -3.10314 3.96085
C -0.64666 -1.74384 3.67852
C -1.84876 -1.06032 3.77320
H 0.48277 3.86462 7.58179
H 0.75634 1.41106 7.54487
H -0.36618 0.06462 5.81551
H -1.99253 3.66153 4.10165
H -0.90596 4.98751 5.87069
H -4.81686 2.53895 3.82602
H -7.10305 1.79516 4.43145
H -7.54750 -0.58898 4.88889
H -5.74012 -2.24999 4.76817
H -3.91137 -3.55594 4.74042
H -1.80252 -4.80287 4.55627
H 0.28913 -3.66156 3.89440
H 0.26203 -1.23865 3.37364

Record 3
16
Properties=species:S:1:pos:R:3 method="wB97M-V/def2-TZVPD" e_lumo_ev=3.8 orbital_gap_ev=6.70 energy_ha=-685.659162 total_charge=-1 e_homo_ev=-2.91 de_lowest_ev=0.2319
C 0.24185 -1.00208 1.08463
C -0.39832 -0.10405 0.03859
S -2.22390 -0.15844 0.07715
N -0.21619 -2.38453 0.91700
H 0.12804 -0.53003 2.06768
H 1.32186 -1.08547 0.86952
H -0.02207 -0.41044 -0.94705
H -0.07372 0.92936 0.20948
H -1.23894 -2.39764 0.92437
H 0.01107 -2.90974 1.75460
H 2.02417 1.19462 -0.97192
H 3.06606 0.19545 -0.66180
O 2.97486 1.15141 -0.82564
H -1.79377 1.78510 -1.16331
H -2.06055 3.27163 -1.47432
O -1.74046 2.45485 -1.89899